Record 1
52
Properties=species:S:1:pos:R:3 method="wB97M-V/def2-TZVPD" orbital_gap_ev=10.28 e_lumo_ev=0.506 smiles="NCOC(N)=O.O=C1OCCO1.O=C1OCCO1.O=C1OCCO1.O=C1OCCO1" total_energy_ev=-46520.5617 multiplicity=1 charge=0
N 1.77 5.28 0.99
C 0.97 4.15 0.68
O 0.55 4.12 -0.71
C 1.53 3.91 -1.61
N 2.12 2.62 -1.63
O 1.86 4.81 -2.37
H 2.72 5.18 0.68
H 1.37 6.13 0.64
H 1.48 3.24 0.96
H 0.06 4.19 1.25
H 1.69 2.09 -2.38
H 3.07 2.78 -1.95
O 2.66 -0.41 -1.97
C 2.04 -0.90 -1.09
O 2.51 -1.86 -0.26
C 1.55 -2.05 0.79
C 0.28 -1.56 0.15
O 0.77 -0.60 -0.79
H 1.50 -3.09 1.09
H 1.85 -1.44 1.65
H -0.26 -2.34 -0.39
H -0.39 -1.08 0.86
O -0.12 -5.55 0.41
C 0.98 -5.88 0.12
O 2.08 -5.10 0.28
C 3.25 -5.89 0.04
C 2.70 -7.00 -0.84
O 1.33 -7.07 -0.42
H 4.01 -5.29 -0.45
H 3.62 -6.26 0.99
H 2.72 -6.74 -1.90
H 3.19 -7.96 -0.69
O 0.07 1.55 2.49
C -1.10 1.31 2.56
O -1.72 0.41 1.78
C -3.05 0.21 2.30
C -3.29 1.50 3.05
O -1.96 1.90 3.42
H -3.75 0.05 1.49
H -3.04 -0.67 2.95
H -3.72 2.27 2.41
H -3.91 1.38 3.93
O -5.09 1.16 -0.39
C -4.17 1.51 -1.04
O -2.87 1.24 -0.75
C -2.06 1.64 -1.87
C -2.94 2.68 -2.53
O -4.26 2.25 -2.17
H -1.11 2.02 -1.52
H -1.89 0.77 -2.50
H -2.77 3.68 -2.13
H -2.83 2.71 -3.61

***

Record 2
40
Properties=species:S:1:pos:R:3 method="wB97M-V/def2-TZVPD" orbital_gap_ev=9.35 e_lumo_ev=-2.714 smiles="C[N+](C)(NC=O)[C@H](c1ccccc1)N1CCCC1" total_energy_ev=-21384.6424 multiplicity=1 charge=+1
C -1.22 -0.51 1.95
N -0.20 0.53 1.50
C -0.83 1.90 1.66
N 0.92 0.40 2.43
C 1.86 1.44 2.46
O 2.14 2.18 1.52
C 0.25 0.32 0.14
C -0.95 0.58 -0.76
C -1.98 -0.36 -0.97
C -3.01 -0.05 -1.85
C -3.07 1.24 -2.41
C -2.04 2.16 -2.21
C -0.95 1.82 -1.41
N 0.88 -0.96 -0.09
C 0.64 -1.59 -1.39
C 1.86 -2.47 -1.71
C 2.82 -2.30 -0.53
C 2.30 -1.10 0.28
H -2.08 -0.51 1.30
H -0.74 -1.49 1.99
H -1.57 -0.19 2.94
H -1.71 1.98 1.01
H -1.12 1.96 2.72
H -0.08 2.65 1.38
H 0.54 0.24 3.37
H 2.32 1.47 3.49
H 0.99 1.10 -0.07
H -2.02 -1.34 -0.47
H -3.79 -0.79 -2.03
H -3.95 1.52 -2.99
H -2.09 3.17 -2.61
H -0.13 2.51 -1.19
H 0.49 -0.88 -2.21
H -0.26 -2.22 -1.34
H 2.31 -2.15 -2.66
H 1.55 -3.51 -1.84
H 2.80 -3.19 0.11
H 3.85 -2.14 -0.86
H 2.39 -1.21 1.37
H 2.90 -0.21 -0.02

***

Record 3
41
Properties=species:S:1:pos:R:3 method="wB97M-V/def2-TZVPD" orbital_gap_ev=7.00 e_lumo_ev=2.940 smiles="CC(C)=NN(CCCCn1cccc1)[C@@H](C)C(=O)[O-]" total_energy_ev=-23438.4660 multiplicity=1 charge=-1
C 3.08 2.25 1.39
C 2.04 1.27 1.84
C 0.87 1.91 2.59
N 2.16 0.02 1.65
N 1.42 -0.77 0.73
C 0.65 -1.82 1.42
C -0.90 -1.72 1.21
C -1.28 -0.65 0.22
C -2.80 -0.63 -0.05
N -3.08 0.20 -1.22
C -3.21 1.56 -1.13
C -3.43 2.02 -2.42
C -3.44 0.91 -3.28
C -3.22 -0.21 -2.51
C 2.36 -1.33 -0.25
C 1.63 -2.08 -1.36
C 3.23 -0.21 -0.88
O 2.60 0.60 -1.59
O 4.44 -0.22 -0.61
H 3.36 2.90 2.22
H 3.97 1.73 1.04
H 2.67 2.88 0.60
H 1.26 2.56 3.37
H 0.17 1.17 2.95
H 0.37 2.57 1.87
H 0.87 -1.75 2.48
H 0.98 -2.81 1.11
H -1.35 -1.52 2.18
H -1.25 -2.69 0.87
H -1.01 0.35 0.54
H -0.80 -0.77 -0.75
H -3.13 -1.64 -0.28
H -3.32 -0.23 0.81
H -3.11 2.10 -0.21
H -3.55 3.06 -2.69
H -3.56 0.92 -4.35
H -3.13 -1.24 -2.79
H 3.01 -2.06 0.27
H 1.12 -1.34 -1.98
H 0.87 -2.78 -1.01
H 2.38 -2.56 -1.98